C27H26F4LaN6OS2 as an isolated structure, computed with ωB97M-V with the def2-TZVPD basis set.

Structure (XYZ):
```
67
Properties=species:S:1:pos:R:3:forces:R:3
La 0.2412 0.4120 -0.3158 0.3 0.1 -0.2
C 3.5723 1.1013 0.9321 -2.1 1.9 -0.1
N 2.1799 0.7953 1.4231 0.5 -1.2 1.5
C 2.1626 -0.4561 2.3006 1.0 0.2 -0.9
C 1.7644 1.8812 2.3020 -1.8 1.1 -0.4
C 0.3263 1.7063 2.8847 -1.0 1.4 0.4
N -0.6641 1.4066 1.8461 -0.6 -0.7 0.2
C -1.9877 1.2359 2.2656 0.1 0.1 -0.8
C -2.8906 0.8502 1.2296 0.2 -0.1 0.8
F -2.3182 0.6617 -0.0089 -0.2 -0.1 -0.4
C -4.2186 0.5190 1.4179 0.3 0.0 0.4
F -5.0106 0.0886 0.4403 0.3 0.0 -0.8
C -4.7836 0.5956 2.6622 0.6 0.4 0.5
C -3.9690 1.0404 3.7084 -0.6 -0.1 -1.5
F -4.5287 1.2326 4.8750 -0.3 0.1 1.2
C -2.6466 1.3864 3.5373 1.0 -0.1 -1.0
F -1.9837 1.8739 4.6018 0.1 0.0 0.0
H 4.2181 1.4430 1.7405 0.0 0.0 0.0
H 3.4181 1.9143 0.1797 0.4 -0.2 0.8
H 4.0123 0.3422 0.3697 0.5 -1.7 -0.6
H 2.7767 -0.2653 3.1986 -0.2 -0.1 -0.2
H 2.7005 -1.1851 1.6769 -0.5 -0.3 0.5
H 1.1532 -0.8011 2.6339 0.7 0.4 -0.7
H 1.7079 2.7825 1.6613 0.2 -0.1 0.3
H 2.4842 2.1095 3.0873 0.1 -0.2 0.2
H 0.0109 2.7057 3.3248 0.9 -0.9 -0.1
H 0.1820 0.9839 3.6946 0.8 0.0 0.1
H -5.8317 0.3728 2.7475 -0.1 0.0 0.4
O 1.8894 -1.0388 -1.1520 -0.5 1.1 0.1
C 2.3872 -2.2396 -1.1870 -0.3 -0.2 1.3
C 3.6245 -2.4786 -1.7787 -0.9 -0.1 -0.1
C 4.1480 -3.7321 -1.8432 0.4 -0.2 0.3
C 3.5311 -4.8244 -1.2546 -1.1 1.4 0.2
C 2.3085 -4.5881 -0.6371 -0.8 -1.3 -0.1
C 1.7131 -3.3185 -0.5571 -0.4 -0.2 -0.5
C 0.3282 -3.1300 -0.0454 -0.7 0.8 -0.5
N -0.2918 -1.9786 0.3035 -0.2 -0.7 0.3
C -1.5916 -2.3099 0.7126 0.8 -1.4 0.0
C -1.7666 -3.6696 0.5701 -0.6 1.0 0.1
N -0.5940 -4.1261 0.0281 1.2 -0.8 0.3
H 4.0500 -1.6531 -2.2836 0.7 0.7 -0.4
H 5.0727 -3.8371 -2.3481 0.8 -0.3 -0.4
H 3.9482 -5.7849 -1.3509 0.3 -1.0 0.1
H 1.7264 -5.4952 -0.3443 0.6 0.8 0.2
H -2.2413 -1.6103 1.2152 0.0 0.1 -0.3
H -2.6457 -4.2878 0.7920 0.8 0.3 -0.2
H -0.3134 -5.0883 -0.1541 -0.5 0.4 0.1
C -0.5848 4.5174 0.5828 3.3 -0.9 0.2
C -1.1694 3.9206 -0.6065 -0.8 -0.6 -1.4
N -0.7123 2.8871 -1.2927 -0.9 0.5 -0.5
C -1.5192 2.6769 -2.4199 -1.4 2.0 0.3
C -2.6232 3.5448 -2.5383 1.5 -2.2 -0.8
S -2.6211 4.6284 -1.2476 0.3 0.0 0.2
C -1.1979 1.6755 -3.4150 0.0 -1.5 0.5
C -1.6003 1.6145 -4.7137 1.3 -1.7 1.2
S -1.0125 0.1207 -5.3820 -0.2 0.7 -0.3
C -0.2531 -0.2790 -3.9036 0.3 -1.8 -1.3
N -0.4885 0.5287 -2.9521 -0.3 2.6 1.0
C 0.6060 -1.5048 -3.8218 0.1 -0.2 1.0
H 0.0558 3.7076 1.0896 -1.1 1.4 -0.6
H -1.3568 4.8157 1.2266 -0.8 0.7 1.1
H 0.1102 5.3713 0.3078 -0.9 -0.8 0.4
H -3.3543 3.4176 -3.3614 0.4 0.5 1.0
H -2.1899 2.2913 -5.2475 -0.6 0.9 -0.8
H 0.7233 -1.9402 -4.7826 -0.1 -0.5 -0.9
H 0.2052 -2.2838 -3.1329 0.2 0.7 -0.4
H 1.6225 -1.2529 -3.4915 -0.4 0.1 0.1
```
Forces are in eV/Å.

Summary:
Energy ... -2675.6079 Ha
LUMO ... -2.390 eV
E_HOMO ... -9.91 eV
Net charge ... +1
Gap between HOMO and LUMO ... 7.52 eV

These are the natural (NBO) partial charges, in e, on atoms 1 to 6:
1. La 2.28
2. C -0.40
3. N -0.54
4. C -0.44
5. C -0.23
6. C -0.25